[1]
26
Properties=species:S:1:pos:R:3:forces:R:3:mulliken_charge:R:1 method="wB97M-V/def2-TZVPD" total_charge=-1 max_force_ev_per_a=10.305 homo_lumo_gap_ev=7.72 e_homo_ev=-4.622 e_tot_ha=-3088.24290 lumo_ev=3.1 e_above_lowest_kcal_mol=70.5
Br -2.238 0.924 0.289 -1.4 1.2 1.1 -0.78
C 0.789 0.955 -0.843 0.6 0.6 -0.3 -1.22
C 0.842 -0.240 0.164 -1.3 1.6 -0.3 0.11
C 0.655 0.336 1.615 0.5 0.1 -0.3 -0.88
O 1.983 0.395 2.127 0.8 -0.7 0.5 -0.34
C 2.155 1.071 3.338 -1.5 1.3 0.2 -0.89
N -0.226 -1.196 -0.267 2.7 -1.6 9.8 -0.44
H 1.441 1.784 -0.567 0.0 0.0 0.6 0.37
H -0.237 1.308 -0.937 0.3 0.1 0.4 0.20
H 1.049 0.812 -1.891 0.4 -0.8 0.2 0.37
H 1.783 -0.788 0.109 0.1 0.2 0.2 0.41
H -0.028 -0.225 2.253 0.2 -0.9 0.1 0.45
H 0.180 1.313 1.704 0.2 0.4 -0.8 0.46
H 1.275 1.052 3.981 -0.3 -1.1 0.3 0.36
H 2.108 2.148 3.181 0.8 0.5 -0.4 0.34
H 3.025 0.819 3.945 0.1 -0.4 -0.6 0.26
H -0.204 -1.876 0.479 0.1 -0.9 0.0 0.29
H -1.106 -0.742 -0.072 -0.3 0.5 0.3 -0.24
C -1.784 -0.985 -2.810 2.0 -0.4 -2.9 0.35
O -2.004 -1.034 -4.016 -0.6 -0.1 -1.7 -0.78
N -0.577 -0.852 -2.311 1.7 2.0 -6.2 -0.35
N -2.704 -1.176 -1.924 -3.2 -1.2 2.5 -0.15
H 0.203 -0.662 -2.924 -0.8 0.0 -0.9 0.13
H -0.229 -0.894 -1.364 -0.6 -0.9 -2.2 0.74
H -2.545 -0.730 -1.032 -1.0 -0.1 0.1 0.04
H -3.606 -1.515 -2.226 0.2 0.5 0.2 0.19

---

[2]
46
Properties=species:S:1:pos:R:3:forces:R:3:mulliken_charge:R:1 method="wB97M-V/def2-TZVPD" max_force_ev_per_a=3.954 homo_lumo_gap_ev=8.45 e_homo_ev=-7.750 e_tot_ha=-1449.53175 lumo_ev=0.7 e_above_lowest_kcal_mol=59.2
C -0.613 4.170 2.882 0.3 0.2 -0.4 -1.15
C 0.183 2.906 2.560 -0.2 -0.3 -0.5 -0.33
C 0.213 2.299 1.340 -0.3 0.5 1.5 0.02
C -0.716 2.729 0.249 -0.3 0.4 -0.4 -0.14
C -0.227 3.332 -0.927 0.2 -0.3 0.2 0.16
C -1.100 3.709 -1.939 -0.1 -0.2 0.0 -0.71
C -2.476 3.548 -1.788 0.0 -0.6 0.7 -0.41
C -3.006 2.959 -0.627 1.1 0.3 -0.2 -0.70
C -2.107 2.547 0.363 -0.6 0.1 0.3 0.08
C 1.105 1.156 1.028 0.8 -0.2 -0.3 0.34
C 2.437 1.078 1.496 0.0 -0.8 -0.9 -0.82
C 3.338 0.088 1.068 -0.5 0.8 0.6 -1.00
C 2.868 -0.887 0.206 0.5 -0.2 -0.5 0.85
N 3.539 -1.931 -0.424 -0.4 0.8 0.6 -0.88
C 2.615 -2.515 -1.132 3.6 -1.5 0.4 0.25
N 2.994 -3.665 -1.746 -2.5 -0.5 -1.2 -0.40
N 1.388 -1.947 -1.079 -1.5 -1.1 -1.3 0.02
S 0.020 -2.724 -1.737 -2.9 -0.3 -2.7 1.09
O 0.367 -3.561 -2.912 0.7 1.0 2.8 -0.74
O -1.012 -1.754 -2.093 1.6 -0.3 1.3 -0.60
C -0.689 -3.724 -0.361 0.3 -0.1 1.2 0.46
C -1.167 -2.780 0.758 0.6 1.1 -0.6 -1.32
C -1.855 -4.594 -0.808 0.5 -1.1 -1.0 -1.54
C 1.553 -0.851 -0.229 -1.3 1.9 1.1 -0.43
C 0.690 0.185 0.125 -0.6 -1.0 -0.2 -0.30
H 0.026 5.052 2.646 -0.3 -0.4 0.4 0.25
H -0.931 4.230 3.930 0.3 -0.1 -0.2 0.35
H -1.518 4.309 2.277 0.3 -0.3 0.0 0.31
H 0.789 2.495 3.395 -0.3 0.3 -0.8 0.43
H 0.848 3.500 -1.097 -0.5 -0.3 0.4 0.39
H -0.686 4.070 -2.881 -0.2 0.1 0.3 0.38
H -3.118 3.826 -2.589 -0.5 0.2 -0.5 0.41
H -4.071 2.809 -0.444 0.3 0.1 -0.3 0.40
H -2.594 2.125 1.257 0.8 0.0 -0.3 0.42
H 2.778 1.865 2.116 0.4 0.6 0.6 0.55
H 4.379 0.095 1.393 -0.3 0.0 -0.1 0.39
H 3.984 -3.780 -1.807 0.2 -0.1 -0.1 0.30
H 2.352 -4.002 -2.479 1.0 0.1 0.4 0.25
H 0.100 -4.374 0.049 0.1 0.3 -0.4 0.36
H -1.665 -3.375 1.521 0.2 0.0 0.1 0.48
H -0.323 -2.176 1.185 -0.8 -0.6 -0.2 0.30
H -1.903 -2.066 0.335 0.4 -0.4 0.3 0.29
H -1.515 -5.342 -1.549 -0.1 0.3 0.2 0.37
H -2.619 -4.015 -1.290 -0.4 0.4 -0.1 0.39
H -2.322 -5.188 0.000 0.5 0.6 0.0 0.42
H -0.333 0.165 -0.243 0.1 0.2 -0.1 0.74